Record 1
{"formula": "C35H30FN7O14SSr", "method": "ωB97M-V/def2-TZVPD", "total_charge": -2, "homo_lumo_gap_ev": 7.5, "spin_multiplicity": 1, "homo_energy_ha": -0.1476, "species": ["Sr", "S", "F", "O", "O", "O", "O", "O", "O", "O", "O", "O", "O", "O", "O", "O", "O", "N", "N", "N", "N", "N", "N", "N", "C", "C", "C", "C", "C", "C", "C", "C", "C", "C", "C", "C", "C", "C", "C", "C", "C", "C", "C", "C", "C", "C", "C", "C", "C", "C", "C", "C", "C", "C", "C", "C", "C", "C", "C", "H", "H", "H", "H", "H", "H", "H", "H", "H", "H", "H", "H", "H", "H", "H", "H", "H", "H", "H", "H", "H", "H", "H", "H", "H", "H", "H", "H", "H", "H"], "positions_angstrom": [[-2.6329, -1.9272, -0.9870], [1.3503, 3.7663, 3.2862], [4.3053, -1.8579, -1.1877], [-1.1243, -5.6476, -0.1290], [-0.4418, -0.8936, -1.2696], [-2.8450, -4.1927, -0.0686], [2.4683, -5.0380, 3.4102], [-2.9411, -2.1982, -3.4580], [3.0511, -2.9203, 3.8215], [2.4969, 2.8901, 3.0066], [1.3512, 4.9527, 2.4397], [-2.8716, 0.5057, -1.6051], [-4.1993, -2.4237, -5.2940], [-2.7639, 2.1947, -3.0864], [-8.5152, -2.9933, -4.9022], [-6.5610, -2.8058, -5.9403], [1.1394, 4.0201, 4.7006], [1.2487, 2.5994, -2.1581], [-1.3047, -2.4453, 1.3413], [-3.4942, 0.9251, 1.1781], [4.9217, 0.6495, 0.2537], [-5.1700, -2.1880, -1.8925], [-6.4125, -2.3095, -1.4086], [4.0679, -0.9443, 2.5423], [1.0095, -3.3390, 2.6382], [-6.6328, -2.5771, -3.5624], [0.5491, -2.0356, 2.7973], [4.8816, -1.5529, 1.4598], [3.3057, 0.2439, 2.0749], [-2.3580, 2.0974, 3.0179], [2.2850, -3.8300, 3.3356], [5.6902, -0.5198, 0.6749], [3.5260, -0.7487, -1.2818], [-0.5939, -1.6346, 2.1296], [1.4577, 0.2305, -1.9480], [0.0064, 0.0941, -1.8714], [1.8166, 3.9275, -2.1168], [-1.2239, 2.7370, 3.5119], [-7.3180, -2.5441, -2.3707], [-5.2789, -2.3508, -3.2020], [-0.7411, 1.2329, -2.3328], [-0.0665, 2.2487, 1.4835], [2.2616, -0.8931, -1.7528], [-0.8844, -3.7078, 1.2031], [-7.3129, -2.8108, -4.8682], [2.0282, 1.4989, -1.8298], [0.9684, 5.0923, -1.7085], [-1.6913, -4.6244, 0.2484], [3.2909, 1.6166, -1.2268], [-2.2744, 1.3139, -2.3870], [0.2714, -4.1843, 1.8188], [-4.0255, -2.3148, -4.0572], [-0.0643, 2.4049, -2.4707], [3.9821, 0.4941, -0.7902], [-0.0735, 2.8317, 2.7444], [2.0606, 4.6201, -0.8006], [4.2669, 1.2370, 1.4442], [-1.1952, 1.6378, 0.9783], [-2.3692, 1.5675, 1.7295], [5.0482, 1.5214, 2.1557], [2.9582, 5.2151, -0.7043], [-0.0465, 4.9031, -1.3888], [3.4443, -1.7873, 2.9146], [3.7270, 2.1451, 1.2048], [-0.9605, -0.6194, 2.2318], [-5.5632, -2.6359, -5.6966], [-1.2216, 3.1746, 4.5018], [1.1069, 6.0113, -2.2604], [0.5787, -5.2064, 1.6559], [-8.3679, -2.6730, -2.1733], [1.8524, -1.8839, -1.9038], [-0.6175, 3.2800, -2.7809], [5.5297, -2.3012, 1.9133], [2.5450, 4.0974, -2.9022], [2.7844, 0.7040, 2.9111], [-1.1895, 1.1946, -0.0026], [1.7508, 4.1241, 0.1083], [2.5724, -0.1107, 1.3470], [-4.3623, 1.2842, 1.5477], [0.8360, 2.2866, 0.8832], [6.5109, -0.1469, 1.2965], [-6.5612, -2.2490, -0.4174], [3.6614, 2.5900, -0.9413], [4.1753, -2.0827, 0.8271], [4.6703, -0.6574, 3.3115], [1.0614, -1.3422, 3.4513], [6.1360, -1.0107, -0.1853], [-3.4866, 0.9692, 0.1580], [-3.2501, 2.0290, 3.6319]]}


Record 2
{"formula": "C23H21ClFN9O8PtS", "method": "ωB97M-V/def2-TZVPD", "total_charge": 0, "homo_lumo_gap_ev": 7.7, "spin_multiplicity": 1, "homo_energy_ha": -0.3095, "species": ["Pt", "Cl", "S", "F", "O", "O", "O", "O", "O", "O", "O", "O", "N", "N", "N", "N", "N", "N", "N", "N", "N", "C", "C", "C", "C", "C", "C", "C", "C", "C", "C", "C", "C", "C", "C", "C", "C", "C", "C", "C", "C", "C", "C", "C", "H", "H", "H", "H", "H", "H", "H", "H", "H", "H", "H", "H", "H", "H", "H", "H", "H", "H", "H", "H", "H"], "positions_angstrom": [[-0.2536, 0.0347, 0.1686], [0.3392, -0.5212, 2.3094], [-3.2283, -0.2316, 1.7550], [3.3672, 1.8736, -3.4672], [-0.8738, -3.3330, -0.4686], [-0.3916, -1.9399, -3.3845], [-2.6256, -0.8915, 2.8589], [-3.0086, 0.9698, -2.4078], [-4.5649, -0.5446, 1.3471], [-3.0937, -3.9359, -0.4625], [3.9945, -0.7882, -2.9523], [-0.9420, 1.0369, -1.5479], [0.1921, 0.2159, -3.8458], [1.8522, -2.2993, 0.0126], [3.8893, -1.3017, -0.0889], [4.0208, 1.0677, -0.1182], [-2.2039, -0.5365, 0.3109], [0.7478, 2.3866, 0.0993], [1.9081, 0.0115, -0.1073], [1.7979, -1.3384, -3.2087], [5.8984, -0.2311, -0.3017], [-3.7457, 2.3112, 0.9780], [-2.0271, -3.4756, -0.4554], [-2.1024, 3.4128, 2.9381], [-2.8018, 4.2492, 2.0746], [-2.2113, 2.0335, 2.8392], [1.1604, 1.1937, -3.7776], [-2.7957, -1.2506, -0.5641], [-2.6845, 5.7437, 2.1814], [0.4660, -1.0834, -3.4744], [2.8623, -0.4414, -3.2019], [2.0811, 4.7816, 0.3276], [2.0646, 2.4242, 0.0868], [2.7932, 3.6001, 0.1965], [0.0611, 3.5145, 0.2013], [-1.2078, 0.6046, -3.8798], [0.6942, 4.7440, 0.3254], [4.5661, -0.1672, -0.1800], [2.4336, 0.9164, -3.4970], [2.7115, 1.0898, -0.0610], [2.5669, -1.1787, -0.0633], [-3.0479, 1.5051, 1.8710], [-3.6171, 3.6819, 1.0915], [-1.7895, 0.8725, -2.4938], [0.8374, 2.2041, -3.9850], [2.6029, 5.7249, 0.4248], [-1.6794, 1.3716, 3.5094], [0.1102, 5.6509, 0.4137], [-1.7920, -0.1769, -4.3554], [-1.2915, 1.5113, -4.4788], [-1.4621, 3.8424, 3.6985], [6.3190, -1.1241, -0.4839], [-1.9810, 6.0334, 2.9603], [-4.1597, 4.3248, 0.4088], [2.0059, -2.2854, -2.9248], [6.4004, 0.6131, -0.5069], [-4.3746, 1.8711, 0.2157], [-2.3515, 6.1778, 1.2365], [0.8456, -2.2824, 0.0053], [2.3534, -3.1693, 0.0281], [-1.0174, 3.4190, 0.1648], [3.8723, 3.5684, 0.1714], [-2.4188, -1.2515, -1.5841], [-3.8632, -1.4241, -0.4493], [-3.6522, 6.1913, 2.4143]]}


Record 3
{"formula": "C35H32AsF12HfN3O8SSi", "method": "ωB97M-V/def2-TZVPD", "total_charge": -2, "homo_lumo_gap_ev": 6.2, "spin_multiplicity": 1, "homo_energy_ha": -0.0676, "species": ["Hf", "As", "S", "Si", "F", "F", "F", "F", "F", "F", "F", "F", "F", "F", "F", "F", "O", "O", "O", "O", "O", "O", "O", "O", "N", "N", "N", "C", "C", "C", "C", "C", "C", "C", "C", "C", "C", "C", "C", "C", "C", "C", "C", "C", "C", "C", "C", "C", "C", "C", "C", "C", "C", "C", "C", "C", "C", "C", "C", "C", "C", "C", "H", "H", "H", "H", "H", "H", "H", "H", "H", "H", "H", "H", "H", "H", "H", "H", "H", "H", "H", "H", "H", "H", "H", "H", "H", "H", "H", "H", "H", "H", "H", "H"], "positions_angstrom": [[0.1518, -0.4119, -0.0323], [1.7061, 1.0187, -2.9017], [0.2716, -2.1851, -2.6636], [2.9853, -2.9184, -0.0375], [-3.3832, 0.2131, -2.5654], [-3.6680, 2.3227, -2.8231], [-4.0995, 3.0449, -0.3612], [-1.7565, 1.4369, -3.2631], [-4.4576, 0.9259, -0.1534], [3.2395, 1.4518, 2.2643], [1.9017, -1.2399, 5.0301], [3.1957, 1.0274, 4.3721], [-3.1830, 1.9528, 1.2461], [0.0086, -1.5539, 4.0422], [1.8098, -2.3826, 3.2141], [3.8588, -0.4851, 2.9997], [1.5180, -1.5299, -2.1655], [-0.7851, -1.7800, -1.6530], [1.1912, 0.9092, -1.2996], [-1.7111, 0.3787, -0.6007], [3.3141, 0.2862, -2.9997], [1.8975, 2.5549, -3.4280], [1.3953, -0.3513, 1.6430], [1.3804, -2.4664, 0.2561], [-0.9862, -2.2563, 1.1428], [-0.1675, 1.5845, 1.0835], [0.6557, -3.7251, 0.2947], [0.2788, 0.9110, -5.3180], [3.1734, -4.0641, -1.5206], [-1.1738, -0.7959, -6.1935], [-0.4890, 6.0495, -2.5003], [-0.5262, 2.6570, 6.7161], [3.6424, -3.8638, 1.4498], [-0.5289, -3.5065, 0.8049], [-0.3487, 2.6881, 0.2388], [-2.9746, -3.2622, 2.0565], [-2.1768, -2.1775, 1.7962], [-1.3704, -4.6676, 0.9731], [1.4952, -0.0090, 2.9449], [1.3036, -1.3059, 3.8088], [3.9766, -1.3509, -0.2832], [0.5332, 1.0871, 3.3943], [0.5208, 3.7839, 0.3673], [-0.0614, -1.1071, -4.0864], [-0.5690, 0.4476, -6.3146], [-1.3513, 3.8555, -1.6323], [0.4591, 4.8690, -0.4771], [-3.5089, 1.8720, -0.0472], [-1.3022, 2.7465, -0.7893], [-0.3775, 2.4116, 5.2382], [-0.9133, -1.5733, -5.0736], [-2.6078, -0.8085, 2.2147], [-2.2667, 1.5693, -0.9344], [2.9530, 0.4991, 3.1537], [0.3956, 1.3732, 4.7519], [-2.5626, -4.5371, 1.5957], [-0.9172, 2.9378, 2.9454], [-0.4796, 4.9212, -1.5048], [0.5430, 0.1357, -4.1936], [-1.0229, 3.2041, 4.2899], [-2.7763, 1.3902, -2.4011], [-0.1602, 1.8532, 2.4276], [-0.7645, 1.0692, -7.1805], [1.1742, 5.6780, -0.3594], [0.9379, 0.7668, 5.4667], [-1.4882, 6.2105, -2.9112], [-3.2006, -5.4026, 1.7419], [4.7798, -1.5571, -0.9987], [-1.2902, 2.0129, 7.1640], [-1.8132, -0.2958, 2.7569], [-1.8441, -1.1590, -6.9638], [-0.1544, 6.9868, -2.0496], [3.8055, -3.2101, 2.3069], [4.4162, -0.9997, 0.6481], [-3.9085, -3.1223, 2.5833], [3.8814, 1.0320, -3.2352], [2.9322, -4.6441, 1.7320], [0.4089, 2.4672, 7.2489], [3.1380, -3.4964, -2.4491], [-1.3748, -2.5486, -4.9553], [4.5945, -4.3377, 1.1880], [0.7304, 1.8943, -5.3777], [-3.4932, -0.8501, 2.8494], [1.2751, 3.7357, 1.1440], [4.1379, -4.5809, -1.4586], [-2.0884, 3.8905, -2.4248], [-0.8169, 3.6912, 6.9151], [0.1804, 5.8249, -3.3360], [3.3794, -0.5471, -0.7110], [-2.8365, -0.2221, 1.3312], [-1.4526, 3.5642, 2.2453], [2.3797, -4.8138, -1.5246], [-0.9908, -5.6132, 0.6103], [-1.6364, 4.0419, 4.6111]]}


Record 4
{"formula": "C43H67BF4N2O3TeTi", "method": "ωB97M-V/def2-TZVPD", "s2": 2.00, "total_charge": -2, "homo_lumo_gap_ev": [4.4, 5.8], "spin_multiplicity": 3, "homo_energy_ha": [-0.0234, -0.0751], "species": ["Te", "Ti", "F", "F", "F", "F", "O", "O", "O", "N", "N", "C", "C", "C", "C", "C", "C", "C", "C", "C", "C", "C", "C", "C", "C", "C", "C", "C", "C", "C", "C", "C", "C", "C", "C", "C", "C", "C", "C", "C", "C", "C", "C", "C", "C", "C", "C", "C", "C", "C", "C", "C", "C", "C", "B", "H", "H", "H", "H", "H", "H", "H", "H", "H", "H", "H", "H", "H", "H", "H", "H", "H", "H", "H", "H", "H", "H", "H", "H", "H", "H", "H", "H", "H", "H", "H", "H", "H", "H", "H", "H", "H", "H", "H", "H", "H", "H", "H", "H", "H", "H", "H", "H", "H", "H", "H", "H", "H", "H", "H", "H", "H", "H", "H", "H", "H", "H", "H", "H", "H", "H", "H"], "positions_angstrom": [[-6.7047, -1.4236, 21.2400], [-7.7639, 0.9051, 19.9994], [-12.5613, 1.0461, 22.1269], [-11.3577, 0.5704, 24.0519], [-10.5314, 0.0223, 21.9361], [-12.2908, -1.1505, 22.8682], [-7.8673, 1.8420, 21.7108], [-6.5476, 1.7095, 18.5431], [-6.6775, -4.4317, 19.2631], [-9.4467, 2.2245, 19.3407], [-8.9877, -0.4730, 18.3873], [-3.9321, 1.8859, 14.8649], [-7.4943, 8.0978, 22.5636], [-3.1793, -2.2614, 23.7720], [-8.7942, 3.3133, 18.5609], [-6.0856, 2.0966, 16.1964], [-4.4339, -2.3144, 23.1664], [-9.1414, 7.4197, 24.2379], [-6.6364, 1.6172, 24.1763], [-2.4489, -0.6780, 22.1624], [-9.3142, 5.0952, 21.5844], [-0.6926, -1.7669, 23.6114], [-8.5947, 3.3854, 16.1307], [-6.0977, 3.0110, 23.7024], [-9.2844, 1.7057, 13.2251], [-6.6796, 2.5077, 15.0370], [-3.7204, -0.6438, 21.5741], [-9.6664, 4.2781, 13.5217], [-9.0910, 3.7570, 21.3197], [-10.0433, 2.8987, 20.4738], [-5.5417, -3.1557, 23.7685], [-10.5167, 1.4745, 18.6219], [-7.9862, 3.0248, 14.9291], [-3.8905, 0.2558, 20.4118], [-8.6893, 7.2481, 22.7970], [-8.7077, 3.1267, 13.5633], [-8.4966, 5.7746, 22.4547], [-4.7340, 0.1382, 16.4768], [-7.2157, 3.7718, 22.9466], [-9.8479, 7.8103, 21.9750], [-9.9222, 0.4408, 17.7016], [-2.1170, -1.5490, 23.1899], [-4.5980, 1.6085, 16.2082], [-8.0491, -1.1042, 17.4332], [-6.8793, 2.1747, 17.3846], [-3.8489, 2.2972, 17.3739], [-8.0480, 3.1129, 21.9765], [-7.7446, 3.4431, 12.4163], [-8.0839, 2.9213, 17.3131], [-7.4421, 5.1184, 23.1165], [-4.9515, 2.7315, 22.6731], [-9.6952, -1.5519, 19.0173], [-4.7331, -1.4525, 22.0838], [-5.6212, 3.8282, 24.9310], [-11.7110, 0.1070, 22.7783], [-5.2401, -0.3868, 15.6456], [-9.5266, 3.9086, 16.1566], [-7.5385, -0.3246, 16.8708], [-5.9450, 1.2138, 24.9702], [-5.8266, -3.8851, 23.0240], [-9.3873, 0.9914, 16.9110], [-5.3254, -0.0554, 17.3613], [-2.8488, 1.6411, 15.0164], [-0.3710, -2.7850, 23.4171], [-1.6857, -0.1782, 21.5934], [-6.8907, 5.6474, 23.9003], [-6.8176, -3.5750, 19.7546], [-3.9593, 2.9474, 14.6502], [-8.3803, 7.1363, 24.9510], [-4.4989, 2.1724, 18.2253], [-9.3681, 5.1618, 14.0834], [-9.8422, 4.6108, 12.5184], [-6.4726, 4.3546, 25.5125], [-0.4733, -1.5942, 24.6668], [-6.3836, -2.5008, 24.0940], [-8.4458, 1.0161, 13.1919], [-7.6999, 9.1686, 22.7548], [-8.9773, -2.2241, 19.4570], [-2.9182, -2.9183, 24.5645], [-10.5802, 2.1867, 21.0873], [-10.7848, -0.1694, 17.2076], [0.0247, -1.2002, 22.9993], [-3.0480, 0.8857, 20.2605], [-9.9101, 1.3648, 14.0442], [-6.6741, 0.8961, 23.3467], [-2.9168, 1.7263, 17.5890], [-5.1021, 3.2122, 25.6955], [-8.6558, -1.7486, 16.7620], [-5.3533, 2.6906, 21.5911], [-7.4364, -4.9840, 19.4662], [-11.1466, 0.9439, 19.3142], [-4.1831, 3.4758, 22.6549], [-10.1344, -2.2166, 18.2277], [-10.0663, 6.8150, 24.4052], [-4.3968, 1.7821, 22.8524], [-8.0830, 3.8289, 19.2568], [-7.2567, -1.7261, 17.9706], [-9.7960, 1.7366, 12.2263], [-6.6706, 7.8304, 23.2259], [-5.1097, -3.6774, 24.6189], [-9.5673, 7.6440, 20.9328], [-10.8202, 3.5846, 20.1281], [-11.0641, 2.2072, 18.0370], [-4.1909, -0.2859, 19.5176], [-10.6519, 3.9756, 13.9304], [-7.6808, 1.6055, 24.4744], [-7.0526, 4.2651, 12.5892], [-3.7113, -0.3656, 16.5569], [-4.8691, 4.6467, 24.6165], [-4.7304, 0.9669, 20.5482], [-9.3347, 8.5068, 24.3387], [-4.3206, 1.4178, 13.9953], [-10.0666, 8.8709, 22.1983], [-9.5779, 4.0059, 18.2562], [-10.0802, 5.5152, 20.9583], [-7.0394, 2.6142, 12.1344], [-7.1803, 7.9979, 21.4905], [-8.3292, 3.5695, 11.5128], [-10.4075, -1.2978, 19.7811], [-6.1730, 2.2713, 14.0888], [-3.5925, 3.3394, 17.2516], [-10.7893, 7.2560, 22.1833]]}


Energy above the lowest of the compared OMol25 structures with the same formula, charge and spin values, unit kcal per mole, following the record order: 15.6 10.6 35.8 40.2.